Computed, not measured: the molecule C4H4ClF, with wB97M-V/def2-TZVPD.

```
! RIJCOSX wB97M-V def2-TZVPD def2/J DEFGRID3
* xyz 0 1
H -3.224 1.088 -1.350
H 0.768 -0.691 1.502
Cl 1.611 1.054 0.362
H -3.695 0.715 0.266
F 1.374 -1.529 -0.269
H -3.900 -0.482 -0.999
C 0.716 -0.555 0.448
C -1.801 -0.118 -0.345
C -0.659 -0.377 -0.028
C -3.207 0.253 -0.600
*
```

Values from the calculation:
- energy above the lowest of the compared OMol25 structures with the same formula, charge and spin (kcal per mole) = 18.4
- SMILES = CC#C[C@@H](F)Cl

Here are the natural (NBO) charges for atoms 1 to 8, given in e: 0.243, 0.203, -0.082, 0.245, -0.321, 0.247, 0.194, 0.099

---

Computed, not measured: the molecule C2H5N3OS, with wB97M-V/def2-TZVPD.

```
! RIJCOSX wB97M-V def2-TZVPD def2/J DEFGRID3
* xyz 0 1
N -0.101 1.941 -0.156
N 0.352 0.866 0.560
H -1.820 0.364 -1.111
S 0.915 -1.842 2.093
C 0.040 -0.207 0.000
H -0.222 1.664 -1.328
H -1.042 -0.989 -1.445
H 0.604 2.942 -0.078
H 1.037 -0.598 2.457
N -0.680 -0.065 -1.290
C 0.437 -1.552 0.499
O 0.483 -2.526 -0.200
*
```

Values from the calculation:
- energy above the lowest of the compared OMol25 structures with the same formula, charge and spin (kcal per mole) = 95.1
- SMILES = N/N=C(\N)C(=O)S

Here are the natural (NBO) charges for atoms 1 to 8, given in e: -0.667, -0.218, 0.376, 0.089, 0.202, 0.398, 0.390, 0.377

---

| no. | E_tot (eV) | largest force on an atom (eV Å⁻¹) |
| --- | --- | --- |
| 1 | -19450.661 | 1.86 |
| 2 | -19504.828 | 5.33 |